C5H7NO in the gas phase, computed with ωB97M-V/def2-TZVPD.

Element x y z (Å)
C1 -0.59 -0.77 0.16
H1 -2.02 0.53 -0.84
C2 0.72 -0.17 -0.29
C3 -1.72 0.26 0.18
H2 -1.41 1.18 0.69
H3 -2.60 -0.15 0.70
H4 -0.43 -1.21 1.15
C4 0.62 0.68 -1.48
N1 0.46 1.35 -2.41
H5 -0.84 -1.59 -0.53
H6 2.53 0.89 0.44
H7 1.67 -0.16 1.70
O1 1.86 -1.01 -0.25
C5 1.82 0.09 0.65

Properties
Frontier orbital gap: 11.96 eV
SMILES: CC[C@@]1(C#N)CO1
Relative energy (zero: lowest compared OMol25 entry of this formula, charge and spin): 165.7 kJ/mol
HOMO: -11.14 eV
DFT total energy: -324.6614 a.u.
LUMO energy: 0.82 eV

***

C5H7NO in the gas phase, computed with ωB97M-V/def2-TZVPD.

Element x y z (Å)
C1 -0.15 1.74 -0.23
O1 -0.41 -2.07 -0.13
H1 0.63 -1.99 1.72
H2 -1.71 0.22 -0.17
H3 -0.81 2.53 -0.62
H4 0.84 1.90 -0.67
C2 1.57 -0.70 -0.47
H5 -0.07 1.87 0.85
C3 0.16 -0.77 -0.08
C4 -0.17 -1.52 1.15
N1 2.68 -0.60 -0.77
C5 -0.70 0.36 -0.59
H6 -0.79 0.26 -1.68
H7 -1.06 -1.22 1.70

Properties
Frontier orbital gap: 11.96 eV
SMILES: CC[C@@]1(C#N)CO1
Relative energy (zero: lowest compared OMol25 entry of this formula, charge and spin): 163.4 kJ/mol
HOMO: -11.14 eV
DFT total energy: -324.6622 a.u.
LUMO energy: 0.82 eV

***

C5H7NO in the gas phase, computed with ωB97M-V/def2-TZVPD.

Element x y z (Å)
H1 -0.94 0.40 -1.09
H2 -1.61 -1.62 1.75
H3 -0.10 2.46 0.03
H4 0.83 2.17 -1.46
C1 0.02 0.38 -0.54
C2 0.61 1.79 -0.46
C3 0.89 -0.56 -1.26
C4 -0.92 -1.58 0.91
O1 -0.04 0.44 1.85
H5 -1.43 -1.84 -0.02
H6 -0.13 -2.32 1.07
H7 1.53 1.78 0.14
C5 -0.29 -0.20 0.86
N1 1.59 -1.31 -1.79

Properties
Frontier orbital gap: 10.99 eV
SMILES: CC(=O)[C@@H](C)C#N
Relative energy (zero: lowest compared OMol25 entry of this formula, charge and spin): 47.5 kJ/mol
HOMO: -10.32 eV
DFT total energy: -324.7064 a.u.
LUMO energy: 0.67 eV

***

C5H7NO in the gas phase, computed with ωB97M-V/def2-TZVPD.

Element x y z (Å)
C1 0.37 1.42 -0.30
C2 -1.34 -0.39 -0.60
H1 -1.49 1.21 1.00
N1 1.71 -1.79 0.59
O1 1.43 0.37 -0.42
H2 2.70 -1.79 0.37
H3 -0.73 -1.23 1.40
H4 -2.36 -0.73 -0.48
H5 0.61 2.30 0.33
C3 -0.85 0.72 0.27
H6 -0.96 -0.40 -1.61
C4 1.04 -0.78 0.23
C5 -0.40 -0.68 0.53
H7 0.29 1.76 -1.33

Properties
Frontier orbital gap: 10.74 eV
SMILES: [H]/N=C1\OC[C@H]2C[C@@H]12
Relative energy (zero: lowest compared OMol25 entry of this formula, charge and spin): 132.2 kJ/mol
HOMO: -9.73 eV
DFT total energy: -324.6741 a.u.
LUMO energy: 1.01 eV

***

2 unconnected molecules or ions with the total composition C5H7NO, computed with ωB97M-V/def2-TZVPD.

Element x y z (Å)
N1 -0.24 0.72 -0.48
O1 -3.04 0.79 -0.63
H1 1.21 2.10 -0.56
H2 2.33 -1.69 1.23
C1 1.07 1.07 -0.25
H3 -2.48 0.48 0.13
H4 -1.54 -0.79 -0.44
C2 0.41 -1.48 0.37
H5 -3.74 0.16 -0.78
H6 0.21 -2.53 0.39
H7 2.92 0.59 0.76
C3 1.96 0.30 0.47
C4 1.57 -1.00 0.81
C5 -0.50 -0.51 -0.12

Properties
Frontier orbital gap: 10.61 eV
SMILES: c1ccncc1.O
Relative energy (zero: lowest compared OMol25 entry of this formula, charge and spin): 118.7 kJ/mol
HOMO: -9.79 eV
DFT total energy: -324.6793 a.u.
LUMO energy: 0.82 eV

***

2 unconnected molecules or ions with the total composition C5H7NO, computed with ωB97M-V/def2-TZVPD.

Element x y z (Å)
O1 2.27 -0.35 1.34
H1 3.17 -1.56 -0.21
H2 -2.74 -1.66 -0.37
H3 -2.82 1.17 0.53
C1 -2.46 0.43 -0.17
H4 1.11 1.76 1.94
C2 2.73 -0.59 -0.02
C3 -1.24 -0.33 0.11
N1 -2.46 -0.97 0.33
C4 1.34 -0.47 0.36
H5 0.57 2.26 1.84
H6 -2.75 0.60 -1.20
C5 0.05 -0.44 0.21
H7 3.25 0.26 -0.45

Properties
Frontier orbital gap: 9.86 eV
SMILES: C(=C1CN1)=C1CO1.[H][H]
Relative energy (zero: lowest compared OMol25 entry of this formula, charge and spin): 585.9 kJ/mol
HOMO: -8.85 eV
DFT total energy: -324.5013 a.u.
LUMO energy: 1.00 eV

***

A molecular structure, C5H7NO, computed with ωB97M-V/def2-TZVPD.

Element x y z (Å)
H1 0.89 0.37 -2.35
H2 2.43 0.35 -0.17
C1 -0.55 0.68 -0.62
N1 0.54 1.37 0.18
C2 0.50 -0.10 -1.44
H3 -1.35 1.28 -1.07
H4 -2.21 -1.37 1.45
C3 0.61 -0.07 0.98
O1 -1.35 -1.46 1.02
C4 1.36 0.24 -0.25
H5 1.11 -0.54 1.84
C5 -0.84 -0.17 0.74
H6 -1.41 0.58 1.29
H7 0.27 -1.15 -1.61

Properties
Frontier orbital gap: 10.36 eV
Relative energy (zero: lowest compared OMol25 entry of this formula, charge and spin): 375.0 kJ/mol
HOMO: -9.57 eV
DFT total energy: -324.5816 a.u.
LUMO energy: 0.79 eV

***

C5H7NO in the gas phase, computed with ωB97M-V/def2-TZVPD.

Element x y z (Å)
N1 1.21 0.39 -0.32
H1 0.40 2.36 -0.45
H2 -2.28 -0.39 -1.35
H3 1.43 -1.78 -0.18
C1 -1.22 -0.39 -1.18
C2 -0.11 -0.92 -1.37
H4 0.12 0.52 2.31
H5 -0.42 -0.99 1.53
H6 -1.56 0.37 1.72
C3 -0.05 0.68 0.21
H7 2.00 -1.01 -1.70
C4 1.26 -0.96 -0.90
C5 -0.52 0.10 1.52
O1 -0.28 2.02 0.16

Properties
Frontier orbital gap (alpha / beta): 7.81 / 7.81 eV
SMILES: C#CC/N=C(\C)O
Relative energy (zero: lowest compared OMol25 entry of this formula, charge and spin): 513.0 kJ/mol
HOMO (alpha / beta): -7.83 / -7.83 eV
DFT total energy: -324.5291 a.u.
LUMO energy (alpha / beta): -0.02 / -0.02 eV